Molecular formula: C42H47As2Cl5CsN2O5S5
Method: DFT, ωB97M-V/def2-TZVPD

Each line ends with the Mulliken charge.
Element x y z (Å)
1 Cl 0.707199 2.314549 -1.653136  0.241
2 C 4.634457 -0.939816 1.829374  -0.565
3 H 5.029857 -1.594137 5.152019  0.419
4 C -2.844771 0.329649 -2.072686  -0.994
5 C 1.486760 4.443286 -0.145991  -0.991
6 H 4.894026 -1.278051 -2.742079  0.644
7 H -1.398991 8.470491 1.034498  0.378
8 O 0.289230 3.091276 2.198230  -0.615
9 C -3.406304 2.052146 -0.663173  0.298
10 C -0.472616 7.536843 -0.595488  -0.800
11 As 0.071865 -3.447995 1.846613  1.040
12 H 3.694985 -3.099186 -1.659141  0.563
13 C -5.163837 4.068326 0.149107  -0.941
14 H -0.345108 8.446201 -1.169015  0.389
15 S 3.140223 -0.042227 2.386074  0.669
16 C 3.906810 -1.076493 -2.316153  0.089
17 C 3.653208 4.532876 0.933787  0.295
18 S -1.010330 3.687142 1.931430  0.857
19 C -4.985224 1.338010 -2.351083  -0.846
20 C 1.525362 -0.107446 -5.398558  -0.798
21 H 6.218368 -2.010249 2.855791  0.392
22 H -4.596662 -4.748217 0.356519  0.241
23 H 3.144514 -1.439695 -4.850030  0.335
24 O -1.329840 -0.331960 3.158740  -0.205
25 C -1.206099 6.309206 1.363664  0.035
26 H -0.162002 -3.080824 -4.948526  0.583
27 H -0.509397 -3.124040 -2.548665  -0.492
28 C 3.896544 3.212837 0.595449  0.693
29 Cl 5.395428 2.456206 1.012200  -0.250
30 C -1.856789 -1.244098 2.762405  -0.008
31 O -1.756386 4.098086 3.100678  -0.838
32 H -3.651601 4.623864 1.576549  0.499
33 C -4.073158 0.405019 -2.756549  -0.858
34 H 3.916990 0.523620 4.571470  0.450
35 H -1.745015 6.327121 2.302888  0.526
36 H -0.883123 -5.910716 3.360894  0.260
37 N -2.523139 1.103538 -1.066788  0.517
38 C 0.515022 -3.104332 -2.927803  -0.282
39 C 0.673196 -3.659512 3.701971  -0.968
40 C -4.308563 -1.802456 0.327790  -1.232
41 Cl 4.853425 5.430924 1.798197  -0.264
42 C -5.557585 3.226313 -0.854413  -0.971
43 H 1.458342 -0.469035 -6.427734  0.421
44 H 1.338941 0.968400 -5.421621  0.385
45 C -1.046402 7.541630 0.603429  -0.798
46 Cl 1.423138 6.548730 -2.253474  -0.210
47 C 0.076623 4.995194 -0.355792  -0.281
48 C -3.244666 -3.602617 -1.786551  -1.483
49 H 0.945209 -5.079647 0.105221  0.275
50 H 0.783174 -4.702289 3.999351  0.433
51 C -0.681844 5.157699 0.954368  -0.486
52 C 4.536368 -1.523981 4.181345  -0.410
53 H -2.916223 -7.282131 3.349874  0.388
54 O 2.027763 -0.995768 2.017142  -0.362
55 H 3.644106 0.088069 -5.536290  0.511
56 H -4.766636 -1.373764 -0.564009  0.344
57 H 1.523805 -2.657519 -4.788857  0.418
58 H -2.650163 -4.508187 -1.905033  0.440
59 H -0.012064 -3.159619 4.386606  0.364
60 C -2.840405 -6.423522 2.693821  -0.775
61 C 1.804549 3.153486 -0.557163  0.599
62 H 4.199620 -1.855094 1.423560  0.182
63 H -6.523429 3.327269 -1.335065  0.364
64 Cs 0.189108 0.658103 0.936129  0.702
65 C 2.441458 5.135061 0.607671  1.242
66 H -4.296258 -3.878304 -1.706763  0.435
67 H 1.282613 -5.716225 1.735856  0.431
68 C 3.514415 -0.396967 4.142680  -1.014
69 C -0.057786 6.261811 -1.261016  0.022
70 C -4.673117 2.209306 -1.284457  1.251
71 C -3.884058 -6.097519 1.838627  -0.784
72 C 2.949649 2.406498 -0.100666  -1.645
73 C -3.911776 3.949672 0.773481  -0.744
74 H 2.271377 -4.394101 1.050339  0.257
75 C 2.926392 -0.371470 -4.852189  -0.921
76 Cl 2.120218 6.744868 1.157328  -0.210
77 C -1.698004 -5.641295 2.698969  -0.557
78 C -3.016322 2.947521 0.412660  -0.306
79 C 0.543129 -2.512426 -4.337620  -1.072
80 H 3.068507 -2.832924 -3.269038  0.477
81 H -0.452364 4.215232 -0.897434  0.028
82 C -1.569859 -4.527001 1.869029  0.378
83 H -5.945812 1.438632 -2.844668  0.355
84 H -4.127114 -0.998743 1.038974  0.186
85 H -4.980067 -2.535419 0.772429  0.513
86 S 3.130414 0.302730 -3.179253  0.045
87 H -4.784306 -6.699756 1.817058  0.392
88 H -5.829917 4.856894 0.481618  0.385
89 H -3.116332 -2.974430 -2.669545  0.358
90 S 1.440381 -2.275436 -1.607532  0.367
91 H -0.806576 6.036856 -2.021673  0.460
92 C -3.769939 -4.990928 1.014378  -0.369
93 H 2.558190 -0.616982 4.615690  0.351
94 H -2.093984 -0.391830 -2.383768  0.776
95 H 4.042398 -2.480103 3.987114  0.148
96 H 5.105296 -0.366184 1.033901  0.307
97 S 0.131775 -0.750607 -4.432432  0.001
98 H 4.047367 -0.670929 -1.313663  -0.623
99 C 5.505863 -1.205660 3.046047  -0.768
100 C 1.270086 -4.820988 1.112070  -1.163
101 H 6.079004 -0.307961 3.294270  0.294
102 H 0.841285 -4.146185 -3.001452  0.575
103 As -2.597950 -2.605809 -0.201019  1.199
104 H 1.642088 -3.162111 3.749401  -0.066
105 H -4.271303 -0.266520 -3.582654  0.505
106 O 3.109918 1.160889 -0.270000  0.141
107 C -2.629199 -4.184437 1.018756  -0.304
108 N -1.772355 2.753127 0.915902  0.477
109 C 3.132738 -2.391335 -2.273723  -1.328

Force components x, y, z for each atom (eV/Å):
0.41 0.29 -0.26
0.06 0.30 -0.09
0.00 0.01 0.00
0.09 0.07 0.04
0.08 -0.03 0.38
0.02 0.02 0.03
0.01 0.00 0.01
-0.30 0.27 0.27
-0.16 0.13 0.01
-0.02 0.01 0.09
0.15 0.17 -0.19
0.01 0.00 0.00
-0.06 -0.01 -0.04
0.03 0.00 0.00
0.12 -0.54 0.07
-0.01 -0.01 -0.02
-0.06 -0.07 -0.05
-0.20 0.47 -0.55
0.05 -0.06 -0.02
-0.02 0.01 -0.03
-0.02 -0.02 0.01
-0.01 0.00 0.01
0.01 0.01 0.01
-0.32 -0.22 0.45
-0.09 -0.07 0.11
-0.01 0.00 -0.01
0.00 0.04 -0.01
-0.16 0.17 -0.01
0.15 -0.09 0.10
-0.21 0.05 0.23
-0.14 0.09 -0.02
0.03 -0.01 0.01
-0.09 0.03 -0.02
0.01 0.00 -0.01
-0.02 0.00 -0.03
0.00 0.00 0.01
-0.04 -0.07 0.05
-0.03 -0.06 0.11
-0.08 0.00 0.04
-0.04 0.02 -0.06
0.05 0.03 0.04
-0.03 0.04 0.03
-0.02 0.00 0.00
0.00 0.00 0.00
0.02 0.07 -0.15
-0.01 0.03 -0.05
0.06 0.06 -0.08
-0.03 0.14 0.01
0.02 0.02 -0.01
0.02 0.00 0.00
0.09 -0.01 0.15
-0.02 -0.03 -0.01
0.00 0.00 0.00
0.60 -0.36 0.56
0.01 0.01 0.01
0.00 0.03 0.02
0.01 0.02 0.01
0.03 0.02 0.00
0.01 0.01 0.00
-0.02 0.02 -0.01
-0.05 -0.07 -0.13
0.01 -0.01 -0.01
0.00 0.01 0.01
-0.06 -0.63 -1.13
-0.08 -0.13 0.00
0.00 0.00 0.03
-0.02 0.01 0.01
0.04 0.09 -0.02
-0.04 -0.10 -0.08
0.13 0.00 0.08
0.02 -0.02 0.02
-0.25 0.02 -0.17
-0.01 -0.23 0.01
0.00 0.00 0.00
-0.01 0.01 0.08
0.05 0.05 0.01
0.04 -0.03 -0.03
-0.03 0.34 -0.13
0.01 0.01 0.03
-0.02 0.00 0.01
0.00 -0.03 0.03
-0.04 -0.04 -0.05
0.00 -0.01 -0.01
0.01 0.00 0.00
-0.01 -0.02 -0.03
0.01 0.00 -0.08
0.00 0.00 0.00
-0.01 -0.01 -0.02
-0.02 0.00 0.00
0.08 0.08 -0.24
-0.02 -0.01 0.03
0.01 0.03 0.02
-0.01 0.01 -0.01
0.01 -0.02 0.02
0.01 0.00 0.00
-0.02 0.02 0.02
0.02 -0.05 0.01
-0.05 0.02 0.01
0.03 0.03 0.01
-0.03 -0.02 -0.05
0.02 -0.01 -0.01
-0.02 -0.02 0.05
0.23 -0.36 0.16
-0.01 0.01 0.03
-0.01 0.02 -0.01
-0.09 0.09 -0.22
-0.18 -0.01 -0.02
0.48 0.03 0.58
-0.06 -0.02 0.09

Summary:
Calculated total energy ... -296549.41463 eV
Net charge ... -1
Energy above the lowest of the compared OMol25 structures with the same formula, charge and spin ... 210.7 kJ/mol
Frontier orbital gap ... 6.1 eV
Highest occupied orbital energy ... -4.41 eV

***

Molecular formula: C42H47BCl2F4HoN3O2SSi4
Method: DFT, ωB97M-V/def2-TZVPD

Each line ends with the Mulliken charge.
Element x y z (Å)
1 C -1.110819 -2.812175 -2.268403  -1.172
2 H 2.008523 -0.640669 -3.516989  0.508
3 H -1.235145 -3.110269 -3.309046  0.478
4 H -1.179785 4.645904 -3.548147  0.204
5 C 4.571279 -0.354519 3.796552  -1.003
6 C -4.101565 0.595800 -4.328482  -0.846
7 C -2.716759 4.704491 -0.738364  -0.387
8 C -3.223686 5.686151 0.117689  -0.848
9 S -3.818384 -5.914367 4.858328  -0.575
10 C 3.744120 -4.012164 -0.355262  -1.454
11 H -2.878306 6.791227 1.918040  0.394
12 C -3.554718 1.903510 -2.351888  -0.073
13 C -2.369415 -0.091388 5.606579  -0.656
14 C 4.945826 -1.884094 2.004966  -0.508
15 Si 0.480999 -3.420181 0.840263  -0.459
16 F 1.351636 2.207275 1.907743  -0.190
17 C 3.266291 -0.193018 3.359453  -0.489
18 H 3.624519 -0.233229 -1.749025  -0.063
19 H 2.215156 -3.828774 2.701862  0.390
20 H -3.103301 4.560874 -1.737377  0.370
21 H -1.945708 -3.418414 0.280854  0.254
22 N -1.749544 -5.852533 2.934919  -0.681
23 H 5.601376 -2.642087 1.508604  0.278
24 H -1.432041 -3.689566 -1.682106  0.350
25 C -4.329105 0.611113 1.244364  -0.891
26 C -2.539735 6.025231 1.263410  -0.688
27 Si 3.102473 -2.162659 -0.124800  -0.157
28 H 1.759822 -4.731710 -2.496729  0.370
29 Si 0.757781 -2.362275 -2.019014  0.103
30 C -3.505089 0.231088 4.825167  0.665
31 C 0.368102 3.481091 -2.627281  0.335
32 C 4.177846 -1.125494 -1.351976  -1.070
33 C 5.434291 -1.165789 3.081675  -0.436
34 H -4.041184 6.295739 -0.245309  0.360
35 C -3.383711 0.428992 3.452781  0.317
36 H -3.988948 2.408475 -1.441047  0.279
37 H -1.892011 -2.047650 -2.039433  0.146
38 Cl -5.039872 0.165921 5.619176  -0.315
39 C 2.142269 4.850078 -4.254805  -0.642
40 H 0.827400 -2.887125 3.352028  0.096
41 H -5.518178 0.871577 3.011801  0.339
42 F 2.576668 1.372973 0.225334  -0.374
43 H -0.033974 3.742346 1.145883  0.238
44 C -0.926338 -0.015300 3.595515  -0.343
45 H 4.933024 0.077461 4.733825  0.387
46 Cl 0.245760 -0.557416 6.031826  -0.269
47 C -1.104074 -0.223241 5.030432  0.128
48 H 2.913112 5.342531 -4.800666  0.388
49 H -2.417977 -0.249388 6.658494  0.443
50 H 3.706715 -4.510337 0.617410  0.393
51 H 2.758921 -3.470329 -3.067192  0.333
52 C -0.091429 4.444678 -3.493285  0.075
53 H 2.514271 0.345665 3.912982  0.390
54 O -0.169979 1.413663 -0.618357  2.422
55 B 2.484567 2.598452 1.208215  0.277
56 H 5.099790 -0.758390 -0.900560  0.399
57 H -1.615407 -2.298499 1.588312  -0.214
58 H 4.444149 -1.743812 -2.218886  0.374
59 H 3.033533 -4.529769 -0.959914  0.402
60 Si -0.925747 2.606610 -1.505700  -0.902
61 H 0.368743 -1.062489 -4.162559  0.347
62 C -1.843074 1.547048 -3.985107  -0.509
63 F 3.609087 2.569849 1.929430  -0.346
64 C -0.960387 4.251446 0.870673  -0.232
65 H 0.583708 0.067232 -2.726606  -0.142
66 C -2.246337 2.042361 -2.749189  1.100
67 C 1.700579 -3.708310 -2.953886  -1.268
68 C 2.597406 3.878220 -3.380863  -0.822
69 H 1.481700 -5.609264 0.275727  0.295
70 C 0.985594 -0.885844 -3.251121  -0.674
71 C -4.436118 1.118285 -3.091487  -0.398
72 C 1.751524 3.227410 -2.533915  -0.229
73 C -4.519849 0.681837 2.595599  -1.103
74 H 1.218487 -3.851779 -3.977334  0.336
75 C 0.516985 -5.129791 0.096109  -0.999
76 C -1.342446 -3.270351 1.203893  0.134
77 C -3.025815 0.317961 0.723042  -0.808
78 C 1.150244 -3.639919 2.582955  -1.113
79 H -5.374868 0.871916 -2.605458  0.333
80 O 0.220237 -0.050542 2.992077  0.316
81 C -1.475691 5.260401 1.639685  -0.696
82 C 3.659084 -1.557794 1.536195  0.128
83 H -4.729566 -0.101896 -4.845299  0.389
84 C -2.591447 -5.877674 3.752243  0.151
85 H 0.377256 5.820167 -5.097983  0.266
86 N 2.864721 -0.647923 2.117247  0.963
87 C 1.234898 -2.030390 -0.200723  1.111
88 N -1.953225 0.134662 1.443019  1.137
89 H -5.154920 0.757572 0.534058  0.427
90 C 0.799983 5.126649 -4.317411  -0.617
91 H 0.668226 -4.575495 2.883479  0.540
92 H 2.157336 2.491466 -1.835707  0.129
93 F 2.237391 3.687959 0.435175  -0.353
94 C -1.582669 3.974468 -0.372696  0.996
95 H 6.471623 -1.238972 3.397329  0.390
96 H -0.847283 1.679502 -4.421302  0.373
97 H -1.565747 -4.086818 1.973645  -0.151
98 H -2.855062 0.217498 -0.359116  0.557
99 H -1.032930 5.525444 2.588494  0.420
100 H -0.251542 -5.733297 0.602605  0.462
101 Ho 0.724248 0.256083 0.798651  -0.840
102 H 3.653558 3.653568 -3.341643  0.412
103 H -2.499211 0.504989 -5.759478  0.309
104 H 4.790930 -4.075471 -0.746688  0.302
105 C -2.134037 0.227485 2.813095  0.095
106 C -2.842360 0.895013 -4.794651  -0.590
107 H 0.292752 -5.124752 -0.958648  0.292

Force components x, y, z for each atom (eV/Å):
-0.23 -0.11 0.56
0.23 -0.19 -0.16
-0.01 0.11 -0.27
0.73 -0.06 -0.10
-0.40 0.05 0.61
0.65 0.23 0.70
0.63 0.17 0.62
0.11 0.53 -1.37
-0.17 -0.03 0.25
0.79 1.34 0.89
-0.32 0.62 0.31
-1.80 -0.05 0.53
-0.48 0.34 -1.65
0.49 0.02 0.11
-0.55 0.44 0.60
-0.59 0.36 1.13
0.01 -0.12 -1.67
0.43 -0.68 0.41
0.30 0.20 -0.06
-0.46 -0.04 0.07
0.21 -0.09 0.67
-0.43 -0.34 0.73
-0.86 0.78 0.25
0.34 0.22 -0.15
0.20 0.04 -0.24
-1.04 -0.66 -0.36
-0.38 -1.07 -1.17
-0.49 0.86 -0.28
-0.79 0.82 0.16
1.98 -0.51 1.57
-0.05 -0.91 1.44
-1.03 0.40 -0.48
0.20 -0.41 -0.21
-0.23 0.00 0.18
-0.94 -0.23 -1.15
0.92 -0.81 -0.81
0.83 -0.18 -0.16
-0.41 0.27 0.04
0.31 -0.39 0.36
0.33 -0.39 -0.88
0.59 -0.11 -0.09
0.50 0.89 0.11
-0.59 0.09 0.03
0.09 -0.17 0.90
-0.38 0.07 -0.34
0.41 -0.09 0.08
-0.76 0.86 -2.51
0.04 0.54 -0.79
-0.43 -0.12 0.59
0.13 0.00 0.08
0.02 0.38 -0.32
-0.43 0.28 -0.51
-0.04 0.20 0.03
-1.85 2.11 -2.17
0.25 -1.09 -1.84
0.00 -0.08 0.15
-0.15 0.28 0.33
-0.03 0.07 0.09
-0.13 -0.34 -0.62
1.98 -0.29 0.48
0.46 0.12 0.52
-2.06 -0.64 -1.42
0.61 0.41 0.52
-0.05 -0.50 -1.28
0.45 -1.41 -0.88
1.58 0.42 0.72
-0.23 -1.62 -0.60
0.76 0.25 0.09
0.01 -0.14 -0.21
-1.23 1.19 1.24
-0.61 0.13 0.72
-0.95 -0.72 0.18
0.40 -0.25 -0.14
0.68 0.32 1.10
0.24 -0.54 0.30
-0.52 -0.53 -0.09
0.00 -0.08 -0.79
-0.05 0.20 0.81
-0.20 0.10 -0.32
-0.79 -0.16 0.53
1.05 0.26 1.22
0.63 0.23 -0.12
-0.38 -0.01 -0.28
0.54 -0.05 -0.74
0.64 -0.51 1.00
0.72 -0.30 2.12
0.66 -0.30 -1.27
-0.60 0.83 1.20
0.42 -0.06 0.39
-1.21 1.01 -1.35
-0.16 -0.05 0.05
-0.37 0.19 -0.19
0.26 0.36 0.16
0.00 -0.59 0.32
-0.10 -0.19 0.00
-0.30 -0.09 0.53
0.12 1.15 -1.16
-0.33 0.10 0.43
0.39 -0.17 0.12
0.17 0.24 0.02
-0.32 -2.26 1.35
0.17 0.04 0.00
-0.25 0.13 0.25
-0.86 0.00 0.14
0.98 -0.53 0.66
2.35 0.12 -0.08
0.01 -0.13 -0.42

Summary:
Calculated total energy ... -157635.89328 eV
Net charge ... -2
Multiplicity ... 5
Energy above the lowest of the compared OMol25 structures with the same formula, charge and spin ... 127.3 kJ/mol
Frontier orbital gap ... 6.0 eV
Highest occupied orbital energy ... -2.19 eV

***

Which formula does entry 2 have?
C42H47BCl2F4HoN3O2SSi4

***

The highest highest occupied orbital energy belongs to which entry?
C42H47BCl2F4HoN3O2SSi4

***

Among the records above, which one has the lowest frontier orbital gap?
C42H47BCl2F4HoN3O2SSi4

***

calculated total energy of number 2 (C42H47BCl2F4HoN3O2SSi4)?
-157635.89328 eV